Record 1
Molecular formula: C24H39BrCoGe2N2
Method: DFT, wB97M-V/def2-TZVPD

## Properties
Spin multiplicity ... 5
Net charge ... +3
Energy ... -249173.7407 eV

Geometry (Å):
Co (0.03, -1.22, -0.02)
Br (5.71, -2.39, -4.82)
C (4.58, -2.27, -3.42)
C (3.19, -2.53, -3.61)
C (2.35, -2.45, -2.54)
C (2.85, -2.13, -1.26)
C (4.22, -1.84, -1.08)
C (5.08, -1.91, -2.14)
N (1.95, -2.10, -0.18)
C (2.33, -2.58, 0.96)
C (1.47, -2.51, 2.12)
C (1.83, -3.04, 3.34)
C (0.94, -2.93, 4.41)
C (-0.27, -2.30, 4.20)
C (-0.56, -1.79, 2.93)
N (0.28, -1.89, 1.91)
H (2.83, -2.81, -4.59)
H (1.30, -2.67, -2.67)
H (4.60, -1.55, -0.10)
H (6.13, -1.69, -2.02)
H (3.30, -3.06, 1.07)
H (2.79, -3.53, 3.46)
H (1.20, -3.33, 5.38)
H (-0.99, -2.19, 5.00)
H (-1.51, -1.30, 2.74)
C (-1.93, -2.68, -3.13)
Ge (-3.06, -1.35, -2.25)
C (-3.26, 0.26, -3.33)
C (-4.75, -2.10, -1.66)
C (-2.05, -0.97, -0.49)
H (-2.38, -2.97, -4.08)
H (-1.81, -3.58, -2.53)
H (-0.94, -2.27, -3.37)
H (-3.87, 0.01, -4.20)
H (-2.31, 0.64, -3.69)
H (-3.78, 1.05, -2.79)
H (-5.34, -2.41, -2.52)
H (-5.33, -1.36, -1.11)
H (-4.59, -2.97, -1.02)
H (-1.72, -2.00, -0.26)
H (-2.81, -0.86, 0.29)
C (-1.15, 5.06, 2.18)
C (-1.60, 3.62, 1.96)
C (-2.41, 3.46, 0.67)
C (-2.74, 2.00, 0.36)
Ge (-1.32, 0.99, -0.51)
C (0.52, 1.10, 0.34)
C (1.07, 2.48, -0.07)
C (2.41, 2.80, 0.59)
C (2.33, 2.95, 2.10)
H (-0.60, 5.17, 3.11)
H (-2.00, 5.74, 2.22)
H (-0.50, 5.40, 1.37)
H (-2.21, 3.29, 2.80)
H (-0.73, 2.96, 1.94)
H (-1.89, 3.93, -0.17)
H (-3.35, 4.00, 0.77)
H (-3.59, 1.92, -0.33)
H (-3.03, 1.46, 1.27)
H (-1.05, 1.35, -1.97)
H (1.32, 0.40, -0.01)
H (0.49, 1.01, 1.43)
H (0.34, 3.25, 0.19)
H (1.17, 2.51, -1.16)
H (2.78, 3.73, 0.15)
H (3.14, 2.03, 0.32)
H (1.61, 3.73, 2.38)
H (3.29, 3.25, 2.51)
H (2.04, 2.03, 2.61)

Record 2
Molecular formula: C27H36N3O2Re
Method: DFT, wB97M-V/def2-TZVPD

## Properties
Spin multiplicity ... 4
Net charge ... +3
Energy ... -39251.0392 eV

Geometry (Å):
Re (-0.82, 0.75, -1.63)
C (1.46, 1.12, 3.91)
C (1.77, -0.35, 3.90)
C (2.76, -0.89, 4.70)
C (3.03, -2.26, 4.70)
C (2.30, -3.12, 3.90)
C (1.31, -2.61, 3.08)
C (1.06, -1.25, 3.09)
N (0.01, -0.72, 2.23)
C (0.25, -0.34, 0.99)
N (1.50, -0.41, 0.51)
C (1.96, -0.12, -0.79)
C (1.12, 0.36, -1.81)
C (1.66, 0.62, -3.09)
C (3.00, 0.41, -3.33)
C (3.81, -0.07, -2.30)
C (3.32, -0.34, -1.03)
C (4.23, -0.85, 0.05)
N (-0.72, 0.14, 0.20)
C (-2.11, 0.32, 0.55)
C (-3.02, -0.71, 0.24)
C (-4.37, -0.53, 0.49)
C (-4.81, 0.67, 1.04)
C (-3.91, 1.67, 1.38)
C (-2.54, 1.52, 1.17)
C (-1.58, 2.53, 1.72)
H (2.18, 1.65, 4.53)
H (0.47, 1.31, 4.33)
H (1.49, 1.56, 2.91)
H (3.33, -0.24, 5.35)
H (3.80, -2.65, 5.35)
H (2.50, -4.18, 3.91)
H (0.71, -3.27, 2.46)
H (-0.93, -0.64, 2.58)
H (2.18, -0.78, 1.17)
H (1.03, 1.00, -3.89)
H (3.41, 0.61, -4.31)
H (4.86, -0.24, -2.50)
H (5.24, -0.99, -0.33)
H (3.90, -1.82, 0.44)
H (4.29, -0.15, 0.89)
H (-2.65, -1.64, -0.17)
H (-5.07, -1.33, 0.27)
H (-5.86, 0.82, 1.23)
H (-4.27, 2.57, 1.85)
H (-1.92, 3.55, 1.52)
H (-0.56, 2.42, 1.34)
H (-1.54, 2.43, 2.81)
C (-2.11, 0.73, -4.13)
C (-2.67, -0.39, -3.25)
O (-1.60, -0.99, -2.46)
C (-0.87, -2.13, -3.10)
C (-0.20, -2.95, -2.05)
H (-2.91, 1.40, -4.44)
H (-1.60, 0.36, -5.02)
H (-1.36, 1.42, -3.64)
H (-3.16, -1.15, -3.85)
H (-3.40, -0.02, -2.52)
H (-0.18, -1.71, -3.83)
H (-1.65, -2.70, -3.62)
H (0.56, -2.38, -1.50)
H (0.31, -3.78, -2.54)
H (-0.92, -3.38, -1.35)
C (-1.27, 3.89, -1.42)
O (-0.35, 2.76, -1.23)
H (-1.21, 4.24, -2.45)
H (-0.99, 4.68, -0.73)
H (-2.27, 3.53, -1.19)
H (0.57, 3.03, -1.28)

Record 3
Molecular formula: C4H13NO
Method: DFT, wB97M-V/def2-TZVPD

## Properties
Energy ... -7896.1100 eV

Geometry (Å):
C (0.14, -0.98, 1.48)
C (0.62, -1.01, 0.04)
C (0.14, 0.19, -0.81)
C (-1.27, -0.02, -1.33)
N (-1.28, -0.91, -2.47)
H (0.86, -1.41, 2.18)
H (-0.86, -1.42, 1.64)
H (-0.02, 0.05, 1.84)
H (1.71, -1.06, 0.00)
H (0.34, -1.96, -0.43)
H (0.23, 1.05, -0.14)
H (0.81, 0.32, -1.65)
H (-1.69, 0.94, -1.65)
H (-1.92, -0.26, -0.47)
H (-2.21, -1.08, -2.83)
H (-0.82, -1.79, -2.28)
O (1.86, 2.92, 2.05)
H (1.18, 2.62, 2.65)
H (2.18, 3.81, 2.21)

Record 4
Molecular formula: C39H40F6OP2Pt
Method: DFT, wB97M-V/def2-TZVPD

## Properties
Spin multiplicity ... 5
Net charge ... +2
Energy ... -81244.5826 eV

Geometry (Å):
Pt (0.95, -0.93, -1.13)
C (-3.00, 2.93, 1.25)
C (-1.72, 3.01, 0.93)
C (-0.69, 3.48, 1.91)
C (-0.13, 2.41, 2.89)
C (-0.90, 1.13, 3.04)
C (-2.19, 1.12, 3.43)
C (-3.03, 2.33, 3.75)
C (-3.46, 3.32, 2.63)
C (-0.92, -1.06, -0.29)
H (-3.80, 2.55, 0.61)
H (-1.34, 2.79, -0.07)
H (-1.05, 4.35, 2.49)
H (0.17, 3.84, 1.33)
H (0.92, 2.19, 2.59)
H (-0.07, 2.87, 3.90)
H (-0.30, 0.22, 3.04)
H (-2.70, 0.16, 3.65)
H (-2.58, 2.92, 4.57)
H (-3.97, 1.90, 4.16)
H (-4.57, 3.35, 2.63)
H (-3.10, 4.33, 2.90)
H (-1.64, -1.07, -1.12)
H (-1.20, -0.22, 0.36)
H (-0.95, -1.99, 0.29)
P (2.58, -0.27, -2.61)
P (2.71, -2.11, -0.36)
C (3.78, 0.14, -1.35)
C (3.87, -0.72, -0.29)
C (3.42, -0.48, -4.20)
C (4.54, 0.35, -4.37)
C (5.15, 0.47, -5.62)
C (4.65, -0.27, -6.70)
C (3.55, -1.13, -6.53)
C (2.93, -1.23, -5.29)
C (1.45, 1.13, -2.89)
C (0.34, 0.81, -2.13)
C (-0.77, 1.64, -2.04)
C (-0.65, 2.92, -2.66)
C (0.45, 3.23, -3.46)
C (1.51, 2.31, -3.64)
C (3.80, -3.51, -0.88)
C (4.50, -3.50, -2.11)
C (5.54, -4.41, -2.34)
C (5.88, -5.36, -1.37)
C (5.19, -5.38, -0.15)
C (4.16, -4.47, 0.09)
C (2.13, -2.61, 1.29)
C (1.16, -3.62, 1.44)
C (0.66, -3.90, 2.72)
C (1.16, -3.19, 3.82)
C (2.13, -2.20, 3.67)
C (2.63, -1.91, 2.39)
H (4.34, 1.06, -1.49)
H (4.63, -0.69, 0.49)
H (4.92, 0.93, -3.53)
H (6.01, 1.14, -5.74)
H (5.12, -0.16, -7.68)
H (3.19, -1.71, -7.39)
H (2.06, -1.88, -5.15)
H (0.88, -0.25, 0.36)
H (-1.63, 1.35, -1.45)
H (-1.43, 3.66, -2.49)
H (0.50, 4.19, -3.97)
H (2.32, 2.48, -4.35)
H (4.25, -2.76, -2.88)
H (6.10, -4.38, -3.28)
H (6.66, -6.09, -1.56)
H (5.45, -6.11, 0.62)
H (3.66, -4.49, 1.05)
H (0.79, -4.16, 0.56)
H (-0.11, -4.67, 2.84)
H (0.77, -3.41, 4.81)
H (2.51, -1.64, 4.53)
H (3.38, -1.14, 2.24)
C (-7.31, 2.64, 1.34)
C (-6.73, 1.42, 2.07)
O (-5.44, 1.29, 2.05)
C (-7.27, 1.55, 3.58)
F (-8.64, 1.68, 3.64)
F (-6.92, 0.52, 4.38)
F (-6.76, 2.69, 4.14)
C (-7.41, 0.14, 1.35)
F (-8.78, 0.24, 1.28)
F (-6.96, 0.08, 0.06)
F (-7.11, -1.04, 1.94)
H (-6.88, 3.55, 1.77)
H (-8.40, 2.67, 1.39)
H (-6.98, 2.61, 0.30)

Record 5
Molecular formula: C9H16N3
Method: DFT, wB97M-V/def2-TZVPD

## Properties
Spin multiplicity ... 3
Net charge ... +1
Energy ... -14050.7784 eV

Geometry (Å):
C (-1.71, -0.80, -1.47)
C (-1.70, -0.04, 0.82)
C (-2.48, 0.06, -0.47)
C (2.62, -0.17, 0.95)
C (2.08, -1.56, 1.05)
C (1.74, -0.75, -0.16)
C (0.32, -0.28, -0.32)
C (-2.47, -0.17, 2.04)
C (0.57, 1.71, -1.54)
N (-0.41, -0.88, -1.37)
N (-0.41, -0.13, 0.83)
N (1.69, 2.05, -0.98)
H (-2.21, -1.09, -2.35)
H (-2.50, 1.14, -0.67)
H (-3.52, -0.36, -0.22)
H (2.14, 0.50, 1.60)
H (3.58, -0.06, 0.57)
H (2.80, -2.39, 1.19)
H (1.38, -1.45, 1.82)
H (2.20, -0.96, -1.13)
H (-1.76, -0.17, 2.86)
H (-3.11, -1.13, 1.97)
H (-3.24, 0.68, 2.28)
H (-0.42, 2.19, -1.40)
H (0.66, 1.06, -2.33)
H (1.52, 2.75, -0.15)
H (2.62, 1.60, -1.21)
H (0.04, -1.37, -2.16)

Record 6
Molecular formula: C31H29NO5S2
Method: DFT, wB97M-V/def2-TZVPD

## Properties
Energy ... -66011.3123 eV

Geometry (Å):
C (-0.11, -1.99, -1.95)
O (-0.33, -0.51, -2.15)
C (0.71, 0.32, -1.99)
S (1.48, 1.04, -3.46)
O (0.44, 1.48, -4.37)
O (2.45, 1.99, -2.93)
C (2.48, -0.19, -4.29)
C (3.72, -0.56, -3.77)
C (4.50, -1.51, -4.43)
C (4.05, -2.06, -5.64)
C (2.83, -1.65, -6.19)
C (2.05, -0.70, -5.52)
S (1.57, 0.54, -0.56)
O (2.92, 0.04, -0.42)
O (0.46, -0.24, 0.27)
C (-0.05, 0.16, 1.57)
C (-1.33, 0.94, 1.43)
C (-2.42, 0.41, 0.76)
C (-3.62, 1.13, 0.73)
C (-3.72, 2.37, 1.38)
C (-5.04, 3.07, 1.43)
C (-2.58, 2.92, 1.98)
C (-1.39, 2.21, 2.01)
C (-0.13, -1.14, 2.30)
C (0.92, -2.04, 2.30)
N (0.53, -3.20, 2.91)
C (1.37, -4.36, 3.13)
C (-0.80, -3.09, 3.32)
C (-1.57, -4.04, 3.97)
C (-2.88, -3.67, 4.32)
C (-3.35, -2.38, 4.04)
C (-2.55, -1.43, 3.39)
C (-1.26, -1.78, 2.99)
C (1.38, 2.28, -0.31)
C (2.49, 3.08, 0.01)
C (2.37, 4.46, -0.09)
C (1.15, 5.04, -0.48)
C (0.05, 4.23, -0.77)
C (0.18, 2.85, -0.74)
H (-0.86, -2.46, -2.58)
H (0.91, -2.23, -2.26)
H (-0.29, -2.21, -0.89)
H (4.07, -0.11, -2.84)
H (5.45, -1.81, -4.00)
H (4.66, -2.80, -6.16)
H (2.48, -2.05, -7.13)
H (1.11, -0.35, -5.94)
H (0.71, 0.77, 2.10)
H (-2.35, -0.58, 0.29)
H (-4.49, 0.71, 0.23)
H (-4.94, 4.03, 1.95)
H (-5.44, 3.25, 0.43)
H (-5.78, 2.47, 1.97)
H (-2.64, 3.90, 2.46)
H (-0.49, 2.61, 2.47)
H (1.93, -1.90, 1.93)
H (0.74, -5.25, 3.27)
H (2.02, -4.50, 2.25)
H (2.01, -4.24, 4.01)
H (-1.16, -5.03, 4.18)
H (-3.52, -4.39, 4.84)
H (-4.37, -2.11, 4.33)
H (-2.91, -0.42, 3.20)
H (3.42, 2.59, 0.30)
H (3.24, 5.08, 0.10)
H (1.06, 6.12, -0.57)
H (-0.91, 4.66, -1.05)
H (-0.64, 2.20, -1.06)

Record 7
Molecular formula: C5H12NOS
Method: DFT, wB97M-V/def2-TZVPD

## Properties
Net charge ... -1
Energy ... -19752.8939 eV

Geometry (Å):
C (-1.06, -2.15, -0.83)
C (-0.35, -2.24, 0.35)
O (-0.23, -1.22, 1.21)
C (0.37, -3.45, 0.79)
H (-0.99, -3.08, -1.41)
H (-1.53, -1.18, -1.03)
H (-0.58, -0.40, 0.77)
H (0.07, -4.34, 0.19)
H (1.47, -3.35, 0.85)
H (0.03, -3.67, 1.82)
C (1.38, 2.11, 0.17)
C (0.06, 2.75, -0.12)
S (-1.16, 1.36, -0.31)
N (1.87, 1.20, -0.91)
H (1.25, 1.60, 1.12)
H (2.13, 2.88, 0.32)
H (0.12, 3.31, -1.08)
H (-0.18, 3.33, 0.81)
H (2.12, 1.76, -1.73)
H (1.01, 0.73, -1.15)

Record 8
Molecular formula: C5H9N2
Method: DFT, wB97M-V/def2-TZVPD

## Properties
Net charge ... +1
Energy ... -8299.3601 eV

Geometry (Å):
C (1.07, 1.42, 3.04)
N (0.77, 0.88, 1.99)
N (0.73, 0.20, 1.01)
C (-0.38, -0.13, 0.29)
C (-0.07, -1.43, -0.52)
C (-0.35, -0.72, -1.82)
C (-0.25, 0.63, -1.11)
H (1.27, 2.57, 3.15)
H (1.10, 0.78, 4.02)
H (-1.18, -0.06, 0.95)
H (-0.56, -2.23, -0.19)
H (0.93, -1.60, -0.20)
H (0.42, -0.77, -2.61)
H (-1.46, -1.01, -2.15)
H (0.67, 1.24, -1.40)
H (-1.14, 1.41, -1.12)

Record 9
Molecular formula: C49H43ClN6O5PSTl
Method: DFT, wB97M-V/def2-TZVPD

## Properties
Net charge ... -2
Energy ... -108027.5178 eV

Geometry (Å):
Tl (1.01, -1.35, 0.49)
C (4.06, 3.03, -3.27)
C (4.03, 1.59, -2.73)
C (4.39, 1.53, -1.27)
C (5.74, 1.67, -0.96)
C (6.20, 1.55, 0.33)
C (5.30, 1.25, 1.34)
C (3.95, 1.10, 1.08)
C (3.01, 0.76, 2.21)
C (3.06, 1.73, 3.39)
C (3.47, 1.25, -0.24)
N (2.14, 0.99, -0.51)
C (1.40, 1.72, -1.23)
C (0.02, 1.44, -1.62)
C (-0.54, 2.21, -2.59)
C (-1.96, 2.01, -3.04)
C (-1.84, 0.00, -0.99)
N (-0.73, 0.62, -0.83)
H (3.85, 3.04, -4.34)
H (5.04, 3.47, -3.10)
H (3.32, 3.65, -2.77)
H (4.76, 1.00, -3.29)
H (3.05, 1.15, -2.91)
H (6.44, 1.86, -1.76)
H (7.25, 1.65, 0.55)
H (5.66, 1.10, 2.35)
H (3.27, -0.25, 2.56)
H (1.99, 0.73, 1.84)
H (3.98, 1.62, 3.96)
H (2.22, 1.53, 4.06)
H (2.97, 2.75, 3.04)
H (1.76, 2.68, -1.64)
H (0.01, 3.05, -3.00)
H (-2.17, 2.67, -3.88)
H (-3.64, -0.12, -1.93)
O (6.14, -3.69, 3.96)
C (5.19, -3.69, 3.17)
C (3.76, -4.00, 3.48)
O (3.34, -4.71, 4.40)
C (2.97, -3.30, 2.46)
C (3.86, -2.90, 1.38)
O (3.51, -2.29, 0.34)
C (5.23, -3.31, 1.73)
O (6.21, -3.35, 0.99)
O (1.73, -3.06, 2.51)
N (-1.59, -2.79, 1.12)
C (-2.91, -2.89, 0.77)
C (-3.53, -4.13, 0.64)
C (-4.88, -4.23, 0.38)
C (-5.64, -3.07, 0.30)
C (-5.03, -1.83, 0.37)
C (-3.66, -1.71, 0.52)
P (-2.67, -0.17, 0.67)
C (-2.60, -0.33, -2.26)
C (-2.59, -1.78, -2.68)
C (-2.65, -2.14, -3.98)
C (-2.54, -1.20, -5.02)
C (-2.28, 0.13, -4.69)
C (-2.25, 0.58, -3.40)
C (-3.91, 1.18, 0.43)
C (-4.99, 1.25, -0.45)
C (-5.80, 2.37, -0.50)
C (-5.53, 3.46, 0.30)
C (-4.46, 3.42, 1.18)
C (-3.68, 2.29, 1.26)
H (-1.12, -3.65, 1.38)
H (-1.37, -2.03, 1.75)
H (-2.93, -5.03, 0.76)
H (-5.35, -5.20, 0.29)
H (-6.71, -3.14, 0.17)
H (-5.65, -0.95, 0.33)
H (-2.67, -2.51, -1.88)
H (-2.75, -3.19, -4.22)
H (-2.58, -1.51, -6.05)
H (-2.06, 0.84, -5.48)
H (-2.61, 2.30, -2.20)
H (-5.22, 0.44, -1.13)
H (-6.64, 2.39, -1.19)
H (-6.15, 4.35, 0.24)
H (-4.24, 4.28, 1.81)
H (-2.85, 2.25, 1.96)
Cl (0.23, -2.34, -5.93)
C (0.60, -2.97, -4.37)
C (1.14, -4.24, -4.26)
C (1.46, -4.70, -3.00)
C (1.23, -3.87, -1.91)
N (0.70, -2.66, -2.03)
C (0.38, -2.21, -3.23)
H (1.30, -4.84, -5.15)
H (1.90, -5.68, -2.87)
H (1.50, -4.17, -0.91)
H (-0.04, -1.22, -3.28)
N (-1.16, 3.77, 6.42)
C (-0.89, 4.07, 5.10)
S (-0.75, 5.69, 4.70)
C (-0.69, 3.01, 4.17)
C (-0.76, 1.64, 4.51)
C (-0.56, 0.68, 3.54)
N (-0.30, 0.94, 2.26)
C (-0.22, 2.24, 1.93)
C (-0.41, 3.28, 2.81)
H (-1.44, 4.57, 6.97)
H (-1.67, 2.92, 6.62)
H (-0.95, 1.32, 5.53)
H (-0.59, -0.37, 3.80)
H (0.00, 2.44, 0.89)
H (-0.33, 4.30, 2.49)

The lowest energy belongs to which entry? C24H39BrCoGe2N2